# 1
{
  "formula": "C19H32N4O4",
  "method": "ωB97M-V with the def2-TZVPD basis set",
  "molar_mass_g_mol": 380.49,
  "e_homo_ha": -0.28949,
  "smiles": "CCCCN(CC)CCNc1c(N2CCN(C(=O)OCC)CC2)c(=O)c1=O",
  "orbital_gap_ev": 8.38,
  "species": ["C", "C", "C", "C", "N", "C", "C", "C", "C", "N", "C", "C", "N", "C", "C", "N", "C", "O", "O", "C", "C", "C", "C", "C", "O", "C", "O", "H", "H", "H", "H", "H", "H", "H", "H", "H", "H", "H", "H", "H", "H", "H", "H", "H", "H", "H", "H", "H", "H", "H", "H", "H", "H", "H", "H", "H", "H", "H", "H"],
  "xyz": [[1.63, -2.72, 2.84], [1.19, -1.29, 2.53], [0.65, -0.57, 3.77], [0.20, 0.85, 3.44], [1.22, 1.66, 2.81], [2.43, 1.87, 3.59], [2.26, 2.65, 4.90], [0.68, 2.88, 2.23], [0.28, 2.64, 0.76], [1.44, 2.30, -0.04], [1.79, 1.02, -0.32], [1.13, -0.16, -0.69], [-0.14, -0.50, -1.00], [-1.01, 0.42, -1.70], [-0.89, 0.20, -3.21], [-1.15, -1.18, -3.53], [-2.22, -1.63, -4.24], [-2.48, -2.79, -4.41], [-2.94, -0.60, -4.75], [-4.07, -0.98, -5.54], [-5.28, -1.31, -4.67], [-0.30, -2.12, -2.83], [-0.40, -1.89, -1.32], [2.38, -0.94, -0.59], [2.64, -2.12, -0.57], [3.11, 0.38, -0.37], [4.25, 0.78, -0.35], [0.79, -3.32, 3.18], [2.04, -3.18, 1.94], [2.40, -2.73, 3.60], [2.04, -0.73, 2.14], [0.42, -1.31, 1.76], [-0.21, -1.12, 4.16], [1.41, -0.56, 4.55], [-0.19, 1.33, 4.36], [-0.63, 0.78, 2.73], [3.14, 2.39, 2.95], [2.86, 0.89, 3.81], [3.23, 2.80, 5.36], [1.81, 3.62, 4.72], [1.63, 2.10, 5.60], [-0.20, 3.25, 2.78], [1.44, 3.66, 2.25], [-0.43, 1.82, 0.71], [-0.18, 3.55, 0.36], [2.25, 2.88, 0.16], [-2.04, 0.23, -1.38], [-0.73, 1.44, -1.46], [0.14, 0.44, -3.53], [-1.59, 0.83, -3.75], [-3.81, -1.85, -6.15], [-4.27, -0.12, -6.18], [-5.52, -0.46, -4.03], [-5.07, -2.18, -4.06], [-6.13, -1.53, -5.31], [0.74, -1.98, -3.15], [-0.62, -3.13, -3.09], [-1.41, -2.13, -0.98], [0.32, -2.53, -0.80]]
}

***

# 2
{
  "formula": "H6N3PS",
  "method": "ωB97M-V with the def2-TZVPD basis set",
  "molar_mass_g_mol": 111.11,
  "e_homo_ha": -0.32269,
  "smiles": "N=P(N)(N)S",
  "orbital_gap_ev": 9.57,
  "species": ["N", "P", "N", "N", "S", "H", "H", "H", "H", "H", "H"],
  "xyz": [[-1.60, 0.03, 0.42], [-0.10, 0.01, 0.02], [0.68, -0.36, 1.39], [0.21, -0.92, -1.32], [0.77, 1.87, -0.69], [-2.22, 0.00, -0.44], [1.58, 0.06, 1.36], [0.21, -0.65, 2.25], [-0.72, -1.21, -1.65], [1.00, -1.18, -1.83], [0.21, 2.35, 0.48]]
}

***

# 3
{
  "formula": "C4H13NO2",
  "method": "ωB97M-V with the def2-TZVPD basis set",
  "molar_mass_g_mol": 107.15,
  "e_homo_ha": -0.31736,
  "smiles": "CC[C@H](N)CO.O",
  "orbital_gap_ev": 9.14,
  "species": ["C", "C", "C", "N", "C", "O", "H", "H", "H", "H", "H", "H", "H", "H", "H", "H", "H", "O", "H", "H"],
  "xyz": [[1.19, 0.29, 2.53], [1.19, -0.61, 1.27], [0.08, -0.33, 0.24], [0.02, -1.41, -0.74], [0.35, 0.99, -0.52], [-0.80, 1.56, -1.06], [2.00, -0.07, 3.18], [0.29, 0.23, 3.14], [1.34, 1.37, 2.32], [1.24, -1.77, 1.59], [2.18, -0.51, 0.79], [-0.89, -0.20, 0.87], [0.90, -1.88, -1.06], [-0.55, -1.28, -1.57], [1.03, 0.88, -1.40], [0.81, 1.68, 0.13], [-1.49, 0.90, -1.20], [-2.59, -0.02, -2.68], [-3.32, -0.67, -2.82], [-3.00, 0.86, -3.01]]
}

***

# 4
{
  "formula": "C2H5O2S",
  "method": "ωB97M-V with the def2-TZVPD basis set",
  "molar_mass_g_mol": 93.13,
  "e_homo_ha": [-0.37815, -0.36218],
  "orbital_gap_ev": [10.97, 7.27],
  "multiplicity": 2,
  "species": ["S", "H", "O", "C", "O", "C", "H", "H", "H", "H"],
  "xyz": [[-1.85, 0.99, 1.33], [-2.41, 1.79, 0.41], [0.57, -1.82, -0.73], [0.94, -0.69, -0.68], [1.33, -0.01, -1.78], [0.98, 0.16, 0.54], [1.20, -0.61, -2.52], [1.75, 0.92, 0.52], [0.99, -0.44, 1.44], [-0.02, 0.64, 0.59]]
}

***

# 5
{
  "formula": "C21H35CdFP2",
  "method": "ωB97M-V with the def2-TZVPD basis set",
  "molar_mass_g_mol": 480.87,
  "e_homo_ha": -0.21200,
  "orbital_gap_ev": 5.94,
  "species": ["P", "P", "C", "C", "H", "H", "H", "H", "C", "H", "H", "H", "C", "H", "H", "H", "C", "H", "H", "H", "C", "H", "H", "H", "Cd", "C", "C", "C", "C", "C", "C", "C", "C", "C", "H", "H", "H", "H", "H", "H", "H", "H", "H", "H", "H", "H", "H", "H", "H", "F", "C", "C", "C", "C", "C", "C", "H", "H", "H", "H"],
  "xyz": [[3.48, -0.57, -1.11], [0.11, -0.43, -1.53], [2.56, -1.22, -2.59], [1.36, -0.33, -2.92], [2.25, -2.21, -2.22], [3.24, -1.40, -3.44], [1.65, 0.73, -3.00], [0.90, -0.63, -3.88], [-0.73, -1.91, -2.32], [-1.81, -1.79, -2.32], [-0.43, -2.81, -1.76], [-0.39, -2.00, -3.36], [-1.00, 0.75, -2.55], [-0.96, 0.58, -3.64], [-0.70, 1.78, -2.35], [-2.02, 0.60, -2.19], [5.11, -0.80, -1.87], [5.91, -0.55, -1.16], [5.18, -0.11, -2.72], [5.19, -1.84, -2.25], [3.35, 1.27, -1.14], [2.33, 1.59, -0.85], [3.60, 1.67, -2.15], [4.07, 1.68, -0.39], [1.87, -1.07, 0.38], [-4.18, 0.24, -0.38], [-3.08, -0.41, 0.05], [-2.08, -0.03, 1.14], [-1.93, 1.45, 1.45], [-1.69, 2.46, 0.34], [-2.54, 2.98, -0.55], [-4.02, 2.78, -0.72], [-4.60, 1.57, 0.10], [3.76, -0.44, 1.70], [-4.83, -0.21, -1.15], [-2.96, -1.44, -0.31], [-1.08, -0.46, 0.94], [-2.36, -0.57, 2.07], [-2.83, 1.75, 2.00], [-1.12, 1.55, 2.20], [-0.70, 2.94, 0.44], [-2.11, 3.58, -1.36], [-4.13, 2.57, -1.81], [-4.69, 3.67, -0.57], [-4.35, 1.72, 1.15], [-5.69, 1.62, -0.04], [3.33, -0.24, 2.70], [4.39, 0.41, 1.39], [4.41, -1.34, 1.74], [-1.55, -1.78, 5.60], [-0.58, -1.68, 4.62], [0.07, -0.48, 4.40], [0.87, -0.32, 3.26], [0.94, -1.34, 2.31], [0.45, -2.59, 2.63], [-0.36, -2.77, 3.78], [-0.10, 0.36, 5.10], [1.44, 0.60, 3.14], [0.65, -3.46, 1.98], [-0.85, -3.72, 3.97]]
}

***

# 6
{
  "formula": "C3HO4",
  "method": "ωB97M-V with the def2-TZVPD basis set",
  "molar_mass_g_mol": 101.04,
  "e_homo_ha": -0.17111,
  "orbital_gap_ev": 8.70,
  "total_charge": -1,
  "species": ["C", "C", "C", "O", "O", "O", "O", "H"],
  "xyz": [[-1.35, 0.87, 0.05], [1.50, -1.51, 0.87], [0.26, 0.50, -0.31], [-1.89, -0.23, 0.15], [-1.66, 2.06, 0.06], [0.93, -0.39, 0.57], [0.83, 0.91, -1.28], [1.39, -2.21, -0.10]]
}

***

# 7
{
  "formula": "C18H32B2Br2Cl16F3O4",
  "method": "ωB97M-V with the def2-TZVPD basis set",
  "molar_mass_g_mol": 1118.12,
  "e_homo_ha": -0.18083,
  "orbital_gap_ev": 6.66,
  "total_charge": -1,
  "species": ["C", "O", "B", "O", "B", "C", "C", "C", "F", "C", "F", "F", "C", "C", "O", "O", "C", "Br", "C", "C", "Br", "H", "H", "H", "H", "H", "H", "H", "H", "H", "H", "H", "H", "H", "H", "H", "H", "C", "Cl", "Cl", "H", "H", "C", "Cl", "Cl", "H", "H", "C", "Cl", "Cl", "H", "H", "C", "Cl", "Cl", "H", "H", "C", "Cl", "Cl", "H", "H", "C", "Cl", "Cl", "H", "H", "C", "Cl", "Cl", "H", "H", "C", "Cl", "Cl", "H", "H"],
  "xyz": [[0.09, -3.43, -0.03], [-1.08, -2.64, -0.09], [-0.84, -1.25, 0.21], [-0.42, -1.01, 1.53], [-1.13, -0.03, -0.96], [0.12, 1.06, -0.70], [1.47, 0.88, -1.42], [2.50, 0.08, -0.64], [2.23, -1.13, -0.10], [3.79, 0.57, -0.46], [4.26, 1.18, 0.60], [4.64, 0.47, -1.50], [-0.90, -0.68, -2.45], [-1.96, -1.50, -3.14], [-2.64, -2.36, -2.71], [-2.10, -1.24, -4.55], [-2.47, 0.86, -0.70], [-2.46, 1.74, 1.12], [-3.88, 0.28, -0.85], [-4.20, -1.04, -0.15], [-4.65, 0.42, -2.69], [0.50, -3.49, 0.99], [-0.21, -4.46, -0.29], [0.85, -3.15, -0.77], [-0.91, -1.55, 2.17], [-0.25, 2.07, -0.99], [0.35, 1.18, 0.37], [1.47, 0.52, -2.46], [1.92, 1.87, -1.49], [-0.63, 0.13, -3.14], [0.00, -1.31, -2.40], [-1.28, -1.58, -4.93], [-2.42, 1.73, -1.38], [-4.53, 0.99, -0.34], [-3.52, -1.86, -0.36], [-5.22, -1.31, -0.42], [-4.14, -0.84, 0.92], [1.35, 3.85, 2.61], [1.11, 2.20, 2.04], [0.89, 5.05, 1.39], [0.73, 4.01, 3.50], [2.40, 3.99, 2.86], [-1.26, 3.50, 5.81], [-1.41, 2.29, 4.53], [-0.11, 4.78, 5.38], [-2.24, 3.94, 5.98], [-0.91, 3.01, 6.71], [-7.00, 3.39, 0.09], [-7.33, 1.74, 0.62], [-5.40, 3.54, -0.64], [-7.75, 3.69, -0.64], [-7.05, 4.05, 0.95], [-2.36, 1.49, -6.58], [-3.80, 2.35, -7.15], [-1.41, 2.48, -5.47], [-2.67, 0.59, -6.06], [-1.74, 1.24, -7.44], [6.28, -2.26, -0.79], [7.94, -2.22, -1.41], [5.61, -3.90, -0.85], [6.29, -1.92, 0.24], [5.66, -1.61, -1.39], [10.89, -4.28, -3.14], [10.82, -5.33, -4.56], [12.08, -2.98, -3.35], [9.92, -3.84, -2.97], [11.18, -4.87, -2.28], [-3.59, -5.24, -0.04], [-5.27, -4.67, 0.00], [-2.81, -5.07, 1.54], [-3.59, -6.29, -0.32], [-3.04, -4.66, -0.77], [1.09, 3.68, 9.24], [2.21, 2.82, 8.19], [-0.52, 2.94, 9.22], [1.47, 3.65, 10.26], [1.00, 4.71, 8.91]]
}

***

# 8
{
  "formula": "C5H12O2",
  "method": "ωB97M-V with the def2-TZVPD basis set",
  "molar_mass_g_mol": 104.15,
  "e_homo_ha": -0.31559,
  "orbital_gap_ev": 9.03,
  "species": ["C", "C", "C", "O", "C", "C", "O", "H", "H", "H", "H", "H", "H", "H", "H", "H", "H", "H", "H"],
  "xyz": [[2.39, -0.93, -0.01], [1.62, 0.37, 0.22], [0.19, 0.27, 0.55], [-0.25, 1.38, 1.28], [-0.65, -0.07, -0.63], [-2.15, -0.30, -0.29], [-2.71, 0.93, 0.17], [3.13, -0.77, -0.79], [2.94, -1.31, 0.88], [1.73, -1.75, -0.33], [1.25, 1.12, -1.22], [2.15, 1.09, 0.85], [0.06, -0.69, 1.10], [-1.14, 1.59, 0.96], [-0.27, -0.93, -1.19], [0.19, 0.98, -1.55], [-2.33, -1.07, 0.49], [-2.67, -0.66, -1.18], [-3.49, 0.75, 0.70]]
}